# 1
This record from OMol25 describes the molecule C5H8OS. The level of theory is the ωB97M-V functional and the def2-TZVPD basis.

Properties
E_LUMO: 0.0033 Eh
energy relative to the best compared isomer or geometry (same formula, charge and spin): 24.1 kcal per mole
frontier orbital gap: 8.764 eV
SMILES: C/C=C(/C=O)SC

Last columns: bonded neighbours and bond lengths (Å).
Atoms and positions in Å:
1 C 2.4452 -0.3526 -0.2244  C2 1.487, H8 1.120, H9 1.042, H10 1.102
2 C 1.3230 0.5761 0.0768  C1 1.487, C3 1.338, H11 1.090
3 C 0.0312 0.3898 -0.2159  C2 1.338, C4 1.471, S6 1.767
4 C -0.8689 1.5537 -0.2078  C3 1.471, O5 1.242, H12 1.106
5 O -2.0641 1.5934 -0.5445  C4 1.242
6 S -0.7296 -1.1353 -0.6806  C3 1.767, C7 1.796
7 C -2.1873 -1.1794 0.3672  S6 1.796, H13 1.083, H14 1.061, H15 1.123
8 H 2.9548 -0.1564 -1.2020  C1 1.120
9 H 2.1746 -1.3588 -0.2027  C1 1.042
10 H 3.2069 -0.2904 0.5701  C1 1.102
11 H 1.6692 1.5431 0.4414  C2 1.090
12 H -0.3745 2.5039 0.0693  C4 1.106
13 H -2.0033 -1.1785 1.4340  C7 1.083
14 H -2.8510 -0.3715 0.1840  C7 1.061
15 H -2.7262 -2.1372 0.1351  C7 1.123

# 2
This record from OMol25 describes the molecule C5H8OS2. The level of theory is the ωB97M-V functional and the def2-TZVPD basis.

Properties
E_LUMO (spin up / spin down): -0.0305 / -0.0305 Eh
energy relative to the best compared isomer or geometry (same formula, charge and spin): 103.0 kcal per mole
frontier orbital gap (spin up / spin down): 7.467 / 7.467 eV

Last columns: bonded neighbours and bond lengths (Å).
Atoms and positions in Å:
1 C 1.0232 -1.0017 -2.0046  C2 1.527, O6 1.263
2 C 0.8537 -0.1736 -0.7332  C1 1.527, C3 1.454, C5 1.595, H9 1.084
3 C 1.5082 -0.6496 0.4750  C2 1.454, S7 1.830, S8 1.673
4 C -1.1179 0.8867 0.4069  C5 1.535, H10 1.208, H11 0.999, H12 1.099
5 C -0.7388 -0.1616 -0.6481  C2 1.595, C4 1.535, H13 0.989, H14 1.214
6 O 1.1184 -2.2491 -1.8276  C1 1.263, H16 1.006
7 S 2.8187 0.4281 1.1600  C3 1.830, H15 1.346
8 S 1.2428 -2.1866 1.0812  C3 1.673
9 H 0.9806 0.9027 -0.7276  C2 1.084
10 H -0.8063 0.4170 1.4748  C4 1.208
11 H -2.0964 1.0371 0.2770  C4 0.999
12 H -0.5868 1.7872 0.0687  C4 1.099
13 H -1.0967 -0.0119 -1.5575  C5 0.989
14 H -0.9962 -1.3070 -0.3402  C5 1.214
15 H 2.5935 0.1182 2.4507  S7 1.346
16 H 1.1120 -2.7873 -0.9771  O6 1.006

# 3
This record from OMol25 describes the molecule C5H8OS2. The level of theory is the ωB97M-V functional and the def2-TZVPD basis.

Properties
E_LUMO: 0.0220 Eh
energy relative to the best compared isomer or geometry (same formula, charge and spin): 73.0 kcal per mole
frontier orbital gap: 9.483 eV
SMILES: CC(=O)S/C=C\CS

Last columns: bonded neighbours and bond lengths (Å).
Atoms and positions in Å:
1 C -2.3817 1.1276 0.0300  C2 1.479, H9 1.069, H10 1.044, H11 1.084
2 C -0.9567 0.8228 0.2809  C1 1.479, O3 1.184, S4 1.711
3 O -0.2933 0.6292 -0.6802  C2 1.184
4 S -0.3918 0.2648 1.7961  C2 1.711, C5 1.716
5 C 1.2130 0.4852 1.2300  S4 1.716, C6 1.309, H12 1.010
6 C 1.8333 -0.4414 0.5444  C5 1.309, C7 1.567, H13 1.102
7 C 1.0746 -1.4933 -0.3344  C6 1.567, S8 1.780, H14 1.212, H15 1.159
8 S 1.7791 -1.5933 -1.9664  C7 1.780, H16 1.492
9 H -3.0854 0.6553 0.6822  C1 1.069
10 H -2.7027 0.9639 -0.9497  C1 1.044
11 H -2.6000 2.1342 0.3693  C1 1.084
12 H 1.6008 1.2260 1.7957  C5 1.010
13 H 2.8589 -0.5786 0.1649  C6 1.102
14 H -0.0652 -1.0819 -0.3156  C7 1.212
15 H 1.0846 -2.5808 0.0652  C7 1.159
16 H 1.0324 -0.5396 -2.7125  S8 1.492

# 4
This record from OMol25 describes the molecule C5H8OS2. The level of theory is the ωB97M-V functional and the def2-TZVPD basis.

Properties
E_LUMO: 0.0105 Eh
energy relative to the best compared isomer or geometry (same formula, charge and spin): 175.9 kcal per mole
frontier orbital gap: 9.023 eV
SMILES: S[C@@H]1[C@H]2OCC[C@]12S

Last columns: bonded neighbours and bond lengths (Å).
Atoms and positions in Å:
1 S -2.5938 1.3125 1.1554  C2 1.859, H9 1.591
2 C -0.7548 1.0540 1.2324  S1 1.859, C3 1.514, C7 1.629, H10 1.121
3 C -0.1424 0.9804 -0.1500  C2 1.514, O4 1.331, C7 1.495, H11 1.262
4 O 0.8794 0.9026 -0.9990  C3 1.331, C5 1.530
5 C 0.7771 -0.5270 -1.5347  O4 1.530, C6 1.507, H12 1.199, H13 1.060
6 C 0.0638 -1.1093 -0.3411  C5 1.507, C7 1.420, H14 1.141, H15 1.193
7 C 0.1757 -0.1851 0.7309  C2 1.629, C3 1.495, C6 1.420, S8 1.885
8 S 1.9339 0.0041 1.3847  C7 1.885, H16 1.487
9 H -2.7283 0.0093 2.0582  S1 1.591
10 H -0.2681 1.1905 2.2333  C2 1.121
11 H -1.1026 0.8876 -0.9635  C3 1.262
12 H -0.0231 -0.3095 -2.4011  C5 1.199
13 H 1.7287 -0.8841 -1.8349  C5 1.060
14 H -0.9574 -1.5137 -0.6515  C6 1.141
15 H 0.3997 -2.2138 -0.0411  C6 1.193
16 H 2.6123 0.4016 0.1221  S8 1.487

# 5
This record from OMol25 describes the molecule C5H8OS2. The level of theory is the ωB97M-V functional and the def2-TZVPD basis.

Properties
E_LUMO (spin up / spin down): -0.0344 / -0.0344 Eh
energy relative to the best compared isomer or geometry (same formula, charge and spin): 93.1 kcal per mole
frontier orbital gap (spin up / spin down): 7.339 / 7.340 eV

Last columns: bonded neighbours and bond lengths (Å).
Atoms and positions in Å:
1 C -0.6034 -0.9537 1.5645  C2 1.346, C3 1.481, H9 1.117
2 C -0.3695 0.0753 0.7289  C1 1.346, C4 1.516, S7 1.836
3 C -1.3730 -0.1429 2.5352  C1 1.481, C4 1.649, H10 1.091, H11 1.016
4 C -0.9123 1.1611 1.6369  C2 1.516, C3 1.649, H12 1.117, H13 1.070
5 C -0.6930 2.2361 -2.9073  S8 1.835, H14 1.056, H15 1.130, H16 1.170
6 O 1.8196 2.5818 -2.0329  S8 1.451
7 S 0.3104 -0.0615 -0.9712  C2 1.836, S8 2.417
8 S 0.9887 1.5553 -2.6348  C5 1.835, O6 1.451, S7 2.417
9 H -0.6241 -2.0271 1.2569  C1 1.117
10 H -2.4587 -0.1766 2.4369  C3 1.091
11 H -1.0244 -0.2069 3.4879  C3 1.016
12 H -0.2587 1.9718 2.0396  C4 1.117
13 H -1.7859 1.5563 1.1616  C4 1.070
14 H -1.2034 1.3609 -3.2053  C5 1.056
15 H -0.9881 2.7627 -1.9522  C5 1.130
16 H -0.5637 2.8853 -3.8723  C5 1.170

# 6
This record from OMol25 describes the molecule C5H8OS2. The level of theory is the ωB97M-V functional and the def2-TZVPD basis.

Properties
E_LUMO: 0.0204 Eh
energy relative to the best compared isomer or geometry (same formula, charge and spin): 18.9 kcal per mole
frontier orbital gap: 9.996 eV
SMILES: C/C(=C\SC=O)CS

Last columns: bonded neighbours and bond lengths (Å).
Atoms and positions in Å:
1 C 0.6370 -0.3893 1.1470  C2 1.501, H9 1.096, H10 1.108, H11 1.103
2 C 0.3140 0.5568 0.0277  C1 1.501, C3 1.330, C7 1.499
3 C -0.8815 1.1231 -0.1113  C2 1.330, S4 1.812, H12 1.108
4 S -2.3627 0.7402 0.8593  C3 1.812, C5 1.769
5 C -2.6257 -0.9445 0.3875  S4 1.769, O6 1.210, H13 1.090
6 O -3.4865 -1.6166 0.9087  C5 1.210
7 C 1.3822 0.8413 -0.9843  C2 1.499, S8 1.817, H14 1.092, H15 1.087
8 S 1.7971 -0.5622 -2.0605  C7 1.817, H16 1.342
9 H 1.5394 -0.0778 1.6862  C1 1.096
10 H -0.1733 -0.4024 1.9025  C1 1.108
11 H 0.8017 -1.4233 0.7984  C1 1.103
12 H -1.0497 1.8324 -0.9460  C3 1.108
13 H -1.9177 -1.3278 -0.3466  C5 1.090
14 H 2.2859 1.1128 -0.4356  C7 1.092
15 H 1.0656 1.6706 -1.6119  C7 1.087
16 H 2.6741 -1.1335 -1.2212  S8 1.342